1.
C40H41N5O2P2PdS as an isolated structure, computed with ωB97M-V/def2-TZVPD.

Geometry as XYZ:
```
92
Properties=species:S:1:pos:R:3:forces:R:3:lowdin_spin:R:1
Pd -0.41375 -0.21522 0.24907 0.01 -0.63 0.27 1.120
N -0.09755 1.05604 -2.24291 -0.17 -0.11 0.13 0.029
P -0.95591 1.80066 -0.94518 0.31 0.21 -0.69 0.093
C -2.39076 2.55549 -1.73946 0.07 -0.10 0.32 0.019
C -2.20606 3.53003 -2.72143 -0.07 -0.01 -0.02 0.004
C -3.30502 4.05128 -3.38260 0.08 0.01 -0.01 0.001
C -4.58195 3.59885 -3.07143 -0.03 -0.02 -0.02 -0.001
C -4.76515 2.63007 -2.09643 -0.06 -0.04 0.03 0.000
C -3.66981 2.10571 -1.42591 0.09 0.00 0.01 0.001
C 0.16516 3.14985 -0.47448 -0.13 -0.08 0.08 0.018
C 1.50835 2.81651 -0.28063 -0.06 0.02 -0.08 0.013
C 2.41273 3.77768 0.13386 0.02 0.01 0.04 0.000
C 1.97785 5.07674 0.37082 -0.01 0.03 -0.02 0.010
C 0.64210 5.40749 0.19987 0.00 0.05 0.07 0.000
C -0.27075 4.44534 -0.21012 -0.01 -0.07 0.02 0.009
P -0.22627 -0.64447 -2.15887 -0.26 0.59 -0.35 0.138
C -1.49457 -1.07478 -3.38548 0.19 -0.14 0.21 0.027
C -1.18701 -0.91038 -4.73711 -0.07 -0.02 -0.02 0.007
C -2.15686 -1.14989 -5.69556 0.10 0.04 -0.06 0.002
C -3.42958 -1.55502 -5.31426 -0.04 0.00 0.02 0.000
C -3.73282 -1.72826 -3.97281 -0.04 -0.02 0.08 0.000
C -2.76743 -1.48855 -3.00526 0.12 0.07 -0.06 0.001
C 1.30770 -1.28332 -2.85565 -0.12 -0.16 0.21 0.023
C 1.31736 -2.62602 -3.24328 0.00 0.10 -0.03 0.014
C 2.48927 -3.20185 -3.70111 -0.01 -0.05 0.01 -0.001
C 3.65512 -2.44712 -3.75707 0.00 0.01 -0.01 0.016
C 3.64652 -1.11459 -3.36913 0.08 -0.03 -0.01 -0.001
C 2.47593 -0.52928 -2.90938 -0.07 0.03 0.05 0.014
H -0.11403 1.50425 -3.15451 0.13 0.05 -0.02 0.003
H -1.21080 3.88228 -2.96765 0.00 0.04 0.02 0.000
H -3.16260 4.81385 -4.13663 -0.03 -0.02 -0.02 0.000
H -5.43637 4.00085 -3.59946 0.00 0.02 0.03 0.000
H -5.75958 2.27961 -1.85423 -0.01 0.02 -0.03 0.000
H -3.79971 1.34392 -0.66539 -0.03 0.00 0.00 0.000
H 1.83705 1.80087 -0.47679 0.08 0.03 0.00 0.003
H 3.45673 3.52478 0.26763 -0.01 -0.03 -0.02 0.000
H 2.68189 5.83777 0.68070 0.01 -0.02 0.00 0.001
H 0.31162 6.42183 0.38080 -0.02 -0.02 0.00 0.000
H -1.31383 4.70855 -0.32972 -0.01 0.01 -0.04 0.000
H -0.19325 -0.60099 -5.04036 0.00 -0.04 -0.02 0.000
H -1.91145 -1.02979 -6.74254 -0.04 0.02 0.00 0.000
H -4.18560 -1.73489 -6.06689 0.01 -0.03 0.00 0.000
H -4.71796 -2.05725 -3.66924 -0.01 0.02 -0.05 0.000
H -3.00379 -1.61873 -1.96007 -0.07 -0.03 0.04 0.000
H 0.39840 -3.20176 -3.20787 0.04 -0.04 -0.04 0.000
H 2.49346 -4.23429 -4.02530 0.01 0.00 0.02 0.000
H 4.57074 -2.90040 -4.11311 0.00 0.02 -0.02 0.001
H 4.55588 -0.53167 -3.43170 -0.02 0.02 0.01 0.000
H 2.46264 0.51112 -2.60729 0.02 -0.01 -0.01 0.001
O 5.30697 -3.28106 3.06330 -0.05 0.07 0.00 0.000
C 4.61663 -3.95092 2.03631 0.04 -0.12 -0.05 0.000
C 3.42730 -3.13443 1.62370 -0.09 0.12 0.03 0.000
C 2.53055 -3.59965 0.66856 0.07 0.04 0.09 0.002
C 1.42365 -2.83074 0.37378 -0.02 -0.16 -0.09 0.005
N 1.18634 -1.65191 0.94392 -0.17 0.29 0.08 0.070
C 2.05303 -1.17326 1.84862 0.11 -0.28 -0.07 0.008
C 3.17807 -1.90044 2.21043 0.01 -0.01 0.06 0.003
C 1.74494 0.15079 2.45348 0.00 0.22 0.15 0.008
C 2.63761 0.79851 3.29481 0.04 0.02 0.04 0.001
C 2.30350 2.02091 3.86509 -0.01 -0.13 -0.10 0.002
C 3.25062 2.68302 4.83742 -0.03 0.02 0.06 0.000
O 4.55290 2.15311 4.77075 0.00 -0.04 -0.02 0.000
C 1.06767 2.57269 3.54815 0.04 0.01 0.07 0.001
C 0.23699 1.88329 2.68933 -0.07 0.13 0.03 0.006
N 0.55407 0.70107 2.15785 -0.08 -0.23 -0.15 0.059
H 5.99791 -3.85119 3.41105 0.05 -0.02 0.00 0.000
H 4.25558 -4.93175 2.36636 0.02 0.00 -0.02 0.000
H 5.25721 -4.11031 1.16044 -0.03 -0.01 -0.01 0.000
H 2.68214 -4.54931 0.17225 -0.04 -0.01 0.00 0.000
H 0.68768 -3.17601 -0.34191 -0.01 0.05 -0.01 0.001
H 3.86997 -1.54851 2.95918 -0.03 0.04 0.01 0.001
H 3.60417 0.38286 3.53543 0.00 -0.05 -0.05 0.000
H 2.87707 2.48238 5.84621 -0.03 0.06 -0.01 0.000
H 3.22991 3.76662 4.69922 0.01 0.00 -0.02 0.000
H 5.12491 2.73060 4.25779 -0.01 0.03 0.00 0.000
H 0.75630 3.52532 3.95718 -0.02 0.00 -0.02 0.000
H -0.72630 2.29257 2.40629 0.01 -0.01 -0.02 0.001
C -4.55054 -3.39464 2.09755 -0.09 0.00 -0.14 0.007
N -3.57716 -2.57377 2.78557 0.02 0.01 0.06 0.008
C -3.63225 -2.37723 4.23759 -0.01 0.00 0.05 0.002
C -2.49776 -1.37020 4.50462 -0.03 0.00 0.06 0.001
N -2.00927 -1.09293 3.15414 -0.16 -0.10 0.08 0.003
C -2.66334 -1.79506 2.22421 0.18 0.17 0.36 0.033
S -2.38422 -1.69555 0.55294 0.23 0.17 -0.36 0.203
H -4.77281 -4.26681 2.70877 0.03 -0.01 -0.01 0.000
H -4.14729 -3.72247 1.14197 0.02 -0.02 0.03 0.005
H -5.47553 -2.84232 1.91847 0.01 0.00 0.04 0.000
H -3.47199 -3.32506 4.75110 -0.03 -0.01 -0.03 0.000
H -4.61155 -1.99137 4.52409 0.02 0.01 -0.01 0.000
H -1.71271 -1.79591 5.12829 0.01 0.00 -0.04 0.000
H -2.86359 -0.46010 4.97787 0.02 -0.01 0.00 0.000
H -1.22368 -0.50374 2.93932 0.09 0.05 -0.09 0.000
```
Positions in Å, forces in eV/Å.

Calculated values
* expectation value of S²: 2.010
* highest occupied orbital energy (spin up / spin down): -12.415 / -13.690 eV
* orbital gap (spin up / spin down): 7.322 / 6.794 eV
* LUMO (spin up / spin down): -0.1872 / -0.2534 Eh
* spin multiplicity: 3
* charge: +2

***

2.
C20H31Br4N4O3PSTeTi as an isolated structure, computed with ωB97M-V/def2-TZVPD.

Geometry as XYZ:
```
66
Properties=species:S:1:pos:R:3:forces:R:3:lowdin_spin:R:1
Ti 0.58664 -0.20503 0.58584 0.11 0.00 -0.11 0.939
Br -2.77958 0.32542 -5.40621 -0.01 -0.01 0.00 0.000
C -2.39702 0.19090 -3.56771 0.05 -0.01 -0.06 -0.001
C -3.33280 0.58734 -2.62035 -0.05 0.05 0.03 0.000
Br -5.01020 1.26271 -3.14122 -0.01 -0.01 0.00 0.000
C -3.00941 0.51203 -1.26053 0.06 0.03 0.00 -0.001
Br -4.18780 1.09019 0.09422 -0.02 -0.01 0.00 0.000
C -1.76380 0.06936 -0.85644 -0.07 -0.06 -0.07 0.004
O -1.36075 0.02857 0.42061 -0.01 0.06 0.07 0.009
C -0.80549 -0.32997 -1.81396 -0.04 0.00 -0.06 0.004
O 0.38046 -0.69879 -1.34193 -0.05 0.01 0.05 0.014
C -1.14296 -0.28084 -3.16016 0.04 0.02 0.05 -0.001
Br 0.17978 -0.82282 -4.38748 0.00 -0.01 0.01 0.000
S 0.67292 0.18524 3.06403 -0.02 0.03 0.06 0.012
C -0.49490 1.38909 3.48681 -0.08 0.07 -0.02 0.006
N -0.30388 2.06825 4.61680 0.06 -0.04 0.04 0.000
C -1.21768 3.08247 5.13800 0.00 -0.02 -0.01 0.000
C -1.97919 3.70129 3.98053 -0.02 0.00 -0.01 0.000
C -2.59875 2.59771 3.14091 0.00 0.07 0.02 0.000
N -1.56758 1.64089 2.75063 0.06 -0.12 -0.01 0.001
H 0.53073 1.83777 5.13045 -0.01 0.01 0.00 0.000
H -0.62700 3.82856 5.66623 0.00 0.00 0.00 0.000
H -1.90618 2.62831 5.85460 0.00 0.00 0.00 0.000
H -1.29613 4.29324 3.36775 -0.01 0.00 0.00 0.000
H -2.75616 4.36490 4.35623 0.01 0.00 0.00 0.000
H -3.04717 2.99543 2.23212 0.01 -0.01 0.00 0.000
H -3.38708 2.08478 3.69865 0.01 -0.01 0.00 0.000
H -1.71230 1.06208 1.92209 -0.02 0.00 -0.03 0.001
C 5.65102 -2.10434 -2.95177 0.00 -0.01 0.01 0.000
Te 3.73359 -1.18030 -3.02582 -0.02 0.02 -0.03 0.000
C 2.65973 -2.93292 -2.46863 -0.01 -0.01 0.00 0.000
H 5.82027 -2.53389 -1.96821 0.01 0.00 0.00 0.000
H 6.39868 -1.33955 -3.14716 0.00 0.00 0.00 0.000
H 5.70970 -2.87177 -3.71783 0.01 0.00 0.00 0.000
H 2.58511 -3.61362 -3.31142 0.00 -0.01 0.00 0.000
H 1.67043 -2.59859 -2.16390 0.00 0.00 -0.01 0.000
H 3.17452 -3.41788 -1.64061 0.00 -0.01 0.00 0.000
O 1.23179 1.65989 0.10647 -0.02 -0.03 0.13 -0.001
N 0.71219 2.18458 -1.01058 -0.02 -0.01 -0.14 0.002
C -0.47630 2.80520 -0.94667 0.02 0.01 0.02 0.000
C -1.05578 3.30469 -2.09073 0.00 0.00 -0.03 0.000
C -0.39922 3.15855 -3.30415 -0.03 0.02 0.01 -0.001
C 0.83484 2.52856 -3.33363 0.03 -0.03 0.01 0.000
C 1.37678 2.03820 -2.16567 -0.02 0.06 -0.02 0.000
H -0.91583 2.84363 0.03904 0.00 0.00 0.00 0.000
H -2.02414 3.77953 -2.02370 0.00 0.00 0.00 0.000
H -0.84932 3.52278 -4.21735 0.00 0.00 0.00 0.000
H 1.37491 2.38365 -4.25760 0.00 0.00 0.00 0.000
H 2.31173 1.50355 -2.09584 0.00 -0.01 0.01 0.000
C -1.31312 -2.85896 2.41462 0.01 0.00 0.00 -0.001
P -0.09959 -2.73079 1.06620 -0.02 -0.05 0.04 -0.001
C -0.99150 -3.43445 -0.35300 0.00 0.00 0.00 0.001
C 1.12618 -4.01818 1.47198 0.02 0.01 0.01 -0.001
H -1.71253 -3.87088 2.49328 0.00 0.00 -0.01 0.000
H -2.12799 -2.16290 2.21170 0.00 0.00 0.01 0.000
H -0.84577 -2.57454 3.35689 -0.01 0.00 0.00 0.000
H -1.35937 -4.43636 -0.12779 0.00 0.00 0.00 0.000
H -0.33415 -3.47244 -1.22110 0.00 0.00 -0.01 0.000
H -1.83707 -2.79025 -0.59786 0.00 0.00 -0.01 0.000
H 0.64716 -4.98542 1.62914 -0.01 0.00 0.00 0.000
H 1.66347 -3.74474 2.38144 0.00 -0.01 0.00 0.000
H 1.84283 -4.11519 0.65469 0.00 0.00 0.00 0.000
N 2.75677 -0.79991 0.60414 0.01 -0.01 0.05 0.010
H 3.08471 -0.91617 -0.35950 0.04 0.02 -0.03 0.002
H 2.99284 -1.64619 1.11286 -0.01 0.00 0.00 0.001
H 3.31576 -0.05167 1.00755 -0.01 0.01 0.01 0.001
```
Positions in Å, forces in eV/Å.

Calculated values
* expectation value of S²: 0.753
* energy relative to the best compared isomer or geometry (same formula, charge and spin): 0.00 kJ/mol
* highest occupied orbital energy (spin up / spin down): -10.104 / -10.143 eV
* orbital gap (spin up / spin down): 7.381 / 7.438 eV
* LUMO (spin up / spin down): -0.1001 / -0.0994 Eh
* spin multiplicity: 2
* charge: +1

***

> Look up the charge of the second one.

+1